Density functional theory data (the ωB97M-V functional and the def2-TZVPD basis) for a cluster of 10 separate species, C48H116B4F16N6O4 in total.

```
! RIJCOSX wB97M-V def2-TZVPD def2/J DEFGRID3
* xyz 2 1
C 2.76661 -5.69439 -1.31704
C 4.11958 -5.03500 -1.78438
N 4.51727 -3.62918 -1.25070
C 3.33017 -2.68028 -1.37651
C 4.99491 -3.64160 0.21030
C 5.97777 -4.80370 0.56341
C 5.66485 -3.13017 -2.28339
C 6.21744 -1.73674 -1.94508
O 5.22411 -0.77893 -2.23878
C 5.50373 0.49890 -1.67293
H 2.41402 -5.63384 -0.28742
H 2.58576 -6.72280 -1.62968
H 2.09264 -5.03245 -1.86084
H 3.92067 -4.91890 -2.84977
H 4.93323 -5.75383 -1.68761
H 3.51697 -1.71933 -0.89716
H 2.60608 -3.09058 -0.67262
H 2.99975 -2.63800 -2.41434
H 4.09027 -3.70078 0.81546
H 5.31025 -2.65453 0.54848
H 6.86763 -4.79037 -0.06594
H 5.67379 -5.84220 0.43224
H 6.46075 -4.75172 1.53918
H 5.27598 -3.11215 -3.30150
H 6.52329 -3.80085 -2.24632
H 7.13391 -1.54075 -2.50166
H 6.51920 -1.73172 -0.89770
H 4.86026 1.18109 -2.22850
H 6.47128 0.80349 -2.07190
H 5.42651 0.36445 -0.59402
C -3.82906 2.42993 3.75793
C -4.44158 1.51480 2.62319
N -5.96669 1.41186 2.76774
C -6.44165 0.46502 1.53574
C -6.36322 0.70097 4.09872
C -7.82864 0.06519 4.19967
C -6.76784 2.74987 2.72065
C -6.32685 3.71488 1.57684
O -6.09686 3.06657 0.29993
C -6.96517 3.47381 -0.71077
H -4.21665 3.44635 3.68876
H -2.75011 2.44970 3.60437
H -4.00211 2.05650 4.76724
H -4.03219 0.50892 2.71644
H -4.11886 1.81986 1.62775
H -6.24166 -0.59362 1.70127
H -6.00225 0.77623 0.58802
H -7.52447 0.51738 1.42231
H -6.20296 1.27873 5.00900
H -5.60687 -0.07856 4.19019
H -7.80403 -0.48394 5.14092
H -8.10934 -0.61725 3.39743
H -8.55362 0.85942 4.37766
H -6.91798 3.27320 3.66493
H -7.77395 2.35329 2.58442
H -5.39219 4.06797 2.01256
H -7.05959 4.51264 1.45542
H -6.64592 3.10419 -1.68523
H -6.92015 4.55597 -0.83322
H -8.01144 3.22850 -0.52844
C 2.60574 -0.61356 -5.35154
C 3.26505 0.69408 -4.99489
N 3.70878 1.44740 -6.31923
C 4.92117 0.61954 -6.85269
C 2.59758 1.47627 -7.38164
C 1.15442 1.93753 -6.95065
C 4.08775 2.92765 -6.17461
C 4.87603 3.16067 -4.88693
O 6.07130 2.35589 -4.70169
C 7.22529 3.02080 -5.32711
H 2.50505 -1.25264 -4.47432
H 3.13285 -1.20609 -6.09931
H 1.58683 -0.59914 -5.73849
H 4.09135 0.54603 -4.29963
H 2.56145 1.37403 -4.51456
H 5.69401 0.30529 -6.15122
H 5.28639 1.23105 -7.67778
H 4.52653 -0.23883 -7.39634
H 2.58025 0.50363 -7.87334
H 2.87515 2.16965 -8.17554
H 0.68584 1.17979 -6.32266
H 0.48028 1.95177 -7.80705
H 0.97211 2.91197 -6.49752
H 3.18964 3.54389 -6.21645
H 4.80267 3.16709 -6.96179
H 4.15564 3.03603 -4.07847
H 5.02233 4.24081 -4.88299
H 8.22220 2.75309 -4.97698
H 7.16636 4.04192 -4.95036
H 7.15780 3.02868 -6.41498
C 0.75931 1.98947 3.94018
C 1.67085 1.89271 2.64229
N 0.99020 1.36206 1.32966
C 0.80109 -0.18364 1.57421
C -0.49644 1.95020 1.16538
C -0.66586 3.51570 1.12696
C 1.91656 1.69999 0.11943
C 1.16112 1.38109 -1.18090
O 0.99920 -0.04636 -1.34364
C 0.06765 -0.33128 -2.44624
H 1.44480 2.11250 4.77868
H 0.23740 1.05034 4.12387
H -0.00310 2.76484 4.01503
H 2.51426 1.20636 2.71767
H 2.02148 2.89857 2.41118
H 0.36392 -0.27837 2.56820
H 1.74607 -0.72610 1.60345
H 0.11218 -0.59340 0.83557
H -1.10527 1.47007 1.93149
H -0.75709 1.57631 0.17525
H -0.44678 3.92043 2.11503
H -1.67883 3.90538 1.02625
H -0.16424 3.97712 0.27633
H 2.88289 1.20362 0.20842
H 2.04141 2.77431 0.25480
H 1.73561 1.66195 -2.06361
H 0.25720 1.96144 -1.36589
H 0.27290 -1.39809 -2.53502
H 0.30858 0.22199 -3.35395
H -0.96747 -0.10403 -2.19134
C 0.16301 -4.62581 8.84588
C 1.43177 -4.13584 8.21174
C 1.35873 -4.29802 6.74617
N 2.50783 -3.55670 5.96754
C 3.91870 -4.08215 6.43889
C 2.48547 -2.02023 6.04594
C 2.97238 -1.48549 4.67573
C 2.97436 -2.72391 3.70645
C 2.27508 -3.76143 4.49914
H -0.65989 -4.02782 8.45429
H 0.15765 -4.45512 9.92242
H 0.03511 -5.68741 8.63435
H 2.24575 -4.63474 8.73770
H 1.65584 -3.12462 8.55134
H 0.50326 -3.68026 6.47298
H 1.32087 -5.32376 6.37939
H 3.89780 -5.17097 6.48490
H 4.12490 -3.62374 7.40608
H 4.73609 -3.81948 5.76734
H 3.03456 -1.78824 6.95850
H 1.46699 -1.75354 6.32820
H 3.95377 -1.02319 4.56967
H 2.30346 -0.70254 4.31850
H 4.00431 -2.96348 3.44204
H 2.47062 -2.68617 2.74057
H 2.52907 -4.78686 4.23065
H 1.19817 -3.77462 4.33133
C -3.61493 1.89351 -2.90585
C -4.69952 1.09961 -3.60009
C -5.17123 -0.05810 -2.63024
N -6.22646 -0.94587 -3.20692
C -5.71633 -1.54212 -4.58727
C -7.56876 -0.17640 -3.28988
C -8.74878 -1.14894 -2.89121
C -8.07898 -2.44240 -2.41510
C -6.54760 -2.10459 -2.20025
H -3.96967 2.15768 -1.90963
H -3.35221 2.84350 -3.37125
H -2.69301 1.34153 -2.72282
H -4.42814 0.72034 -4.58527
H -5.51162 1.81089 -3.75072
H -5.68914 0.40479 -1.79022
H -4.31100 -0.59646 -2.23238
H -4.68150 -1.80621 -4.36939
H -5.76956 -0.80832 -5.39151
H -6.31023 -2.36598 -4.98304
H -7.78779 0.00960 -4.34133
H -7.52053 0.77702 -2.76381
H -9.35967 -1.32766 -3.77607
H -9.33464 -0.74485 -2.06563
H -8.09946 -3.30648 -3.07922
H -8.42420 -2.78632 -1.44010
H -5.84127 -2.91680 -2.37208
H -6.36912 -1.86484 -1.15202
B 5.32991 1.19233 2.07720
F 5.77173 0.83067 3.39157
F 4.85382 2.50366 2.10463
F 6.46516 1.31855 1.34336
F 4.38896 0.25183 1.56455
B -1.64360 6.11588 3.71102
F -2.26330 7.15525 4.35899
F -1.47717 6.37561 2.30653
F -0.49433 5.70819 4.36326
F -2.47093 4.97206 3.72126
B 1.13429 4.69196 -3.61779
F 1.32275 5.12810 -2.35731
F 0.56952 5.64171 -4.41552
F 2.26781 4.36931 -4.23663
F 0.23111 3.70184 -3.69089
B -2.30135 -1.12471 4.88469
F -2.13603 0.27511 4.79594
F -3.53545 -1.69073 4.67855
F -1.46925 -1.75936 3.93414
F -2.09615 -1.51827 6.22524
*
```

The calculation puts the molecular weight at 1188.7 g/mol. The energy above the lowest of the compared OMol25 structures with the same formula, charge and spin comes out at 717.8 kJ/mol. For the electronic energy, the calculation gives -114974.024 eV. Its max |F| is 4.4 eV/A. For the gap between HOMO and LUMO, the calculation gives 8.0 eV.

Mulliken atomic charge list, values in e, 5 entries: -1.173, -0.594, 0.615, -1.688, -0.048